13
Properties=species:S:1:pos:R:3:forces:R:3:lowdin_charge:R:1 method="wB97M-V/def2-TZVPD" max_force_ev_per_a=4.60 energy_ev=-17490.065 total_charge=0 homo_energy_ev="-8.48 / -8.49" smiles="NCNCN=S" multiplicity=1 molar_mass_g_mol=105.17
N 0.645190 0.546351 -1.797293 1.9 2.0 1.1 -0.04
C -0.403796 -0.188477 -1.158601 1.6 -2.0 3.8 -0.31
N -0.823040 0.385786 0.201482 -0.3 -1.0 -0.3 -0.08
C -0.563228 -0.319657 1.503494 1.0 2.3 -2.0 -0.32
N 0.913818 -0.053285 1.661115 -0.4 -0.8 0.4 -0.51
S 1.964424 -1.215126 1.423534 -1.2 0.7 0.2 0.62
H 0.368913 1.569139 -1.932014 0.3 -1.9 0.1 0.10
H 1.526747 0.610995 -1.168193 -2.0 -0.3 -1.4 0.09
H -1.261689 -0.119109 -1.762617 -1.0 -0.6 -0.8 0.08
H -0.060744 -1.309046 -0.828785 -0.8 2.4 -1.6 0.14
H -0.284420 1.210704 0.274863 0.3 1.4 0.2 0.05
H -1.236430 0.213353 2.199513 1.0 -0.5 0.2 0.11
H -0.785745 -1.331629 1.383502 -0.4 -1.8 0.1 0.06


63
Properties=species:S:1:pos:R:3:forces:R:3:lowdin_charge:R:1 method="wB97M-V/def2-TZVPD" max_force_ev_per_a=2.00 energy_ev=-88791.148 total_charge=-1 homo_energy_ev=-3.91 multiplicity=1 molar_mass_g_mol=756.06
Tl 0.284989 -13.415824 9.151200 0.3 -0.1 0.5 0.27
N 2.542974 -16.732679 7.943618 0.2 -0.8 -1.4 -0.45
P 2.040082 -16.938911 9.510218 -1.0 0.2 1.7 0.93
C 3.510673 -17.625271 10.360009 -0.2 -0.8 1.0 -0.32
C 3.833978 -18.998753 10.364630 -0.2 1.4 -0.7 -0.10
C 4.924158 -19.452077 11.045657 1.4 -0.7 0.1 -0.12
C 5.795815 -18.620912 11.721782 -1.3 1.3 -0.2 -0.08
C 5.387469 -17.275221 11.824350 1.5 -0.5 0.7 -0.09
C 4.252882 -16.779168 11.216976 0.0 -1.4 -0.7 -0.10
C 0.838502 -18.354277 9.424949 0.3 0.3 0.3 -0.32
C -0.305471 -18.259014 10.247684 0.9 -0.5 -0.9 -0.09
C -1.262207 -19.251109 10.231646 -0.8 0.7 0.5 -0.09
C -1.082619 -20.351575 9.431078 -0.2 -0.3 -0.1 -0.11
C 0.004610 -20.446001 8.585845 0.5 -0.6 0.2 -0.10
C 0.982490 -19.466915 8.596292 -0.8 0.4 0.1 -0.12
P 3.117142 -15.230605 7.496221 0.2 1.3 -0.4 0.91
C 3.403924 -15.519336 5.698899 0.2 1.0 -0.2 -0.34
C 3.287854 -14.369475 4.879490 -0.4 -1.3 -0.5 -0.10
C 3.552463 -14.456846 3.515635 -0.1 0.6 0.1 -0.09
C 3.979428 -15.665845 2.965896 -0.1 1.1 -0.6 -0.12
C 4.097499 -16.793121 3.747314 0.1 -0.1 -0.4 -0.09
C 3.821198 -16.704057 5.120552 0.4 -0.5 -0.9 -0.11
C 4.860065 -15.224762 8.055039 1.7 -0.1 0.8 -0.34
C 5.359887 -14.137582 8.783008 0.5 -0.5 0.1 -0.09
C 6.639143 -14.112151 9.385930 0.2 -0.9 0.1 -0.06
C 7.423306 -15.283670 9.361212 -0.8 1.3 -0.9 -0.08
C 6.950588 -16.340984 8.582158 1.3 -0.5 0.7 -0.12
C 5.757008 -16.312506 7.942834 -1.9 0.4 -0.5 -0.11
H 2.898883 -17.481659 7.372853 0.0 -0.5 0.1 0.03
H 3.324893 -19.704686 9.740063 -0.5 -0.1 -0.1 0.08
H 5.212353 -20.478885 10.961148 -0.1 -0.7 0.0 0.09
H 6.703181 -19.008112 12.154643 0.1 0.1 0.2 0.09
H 6.014309 -16.610017 12.419078 -0.3 0.0 -0.1 0.11
H 3.976123 -15.781435 11.444435 -0.4 0.9 -0.2 0.03
H -0.450044 -17.427598 10.886314 0.1 0.9 0.5 0.09
H -2.194265 -19.086460 10.808626 0.8 -0.4 -0.3 0.12
H -1.795885 -21.141656 9.491281 -0.5 -0.5 -0.2 0.09
H 0.172713 -21.343349 7.991826 -0.2 0.2 0.0 0.10
H 1.784811 -19.566771 7.894814 0.6 0.1 -0.2 0.09
H 2.822385 -13.490451 5.271367 0.1 0.5 0.4 0.09
H 3.393844 -13.568785 2.865548 0.2 -0.7 0.5 0.11
H 4.219166 -15.633874 1.897572 -0.1 -0.5 0.4 0.10
H 4.401001 -17.704670 3.203136 -0.1 0.3 0.9 0.11
H 4.023092 -17.599529 5.683765 -0.2 -0.2 0.4 0.08
H 4.718882 -13.312753 8.935142 -0.6 1.0 0.1 0.08
H 7.010357 -13.215763 9.907828 -0.4 -0.5 -0.3 0.11
H 8.411116 -15.321335 9.806654 -0.2 0.0 0.1 0.10
H 7.546751 -17.242339 8.503585 0.1 0.0 0.0 0.10
H 5.441828 -17.176996 7.380138 0.1 -0.2 -0.1 0.09
S 2.386751 -11.561909 13.257030 -0.1 0.1 -0.2 0.42
C 1.722722 -12.191536 11.867633 0.5 -0.1 -0.6 -1.86
S 0.835224 -11.239493 10.715207 -0.3 0.4 0.1 0.20
S 1.977473 -13.848746 11.361120 -0.2 0.0 0.1 0.22
C 0.457336 -13.763886 14.928809 -0.7 0.2 0.2 -0.06
C -0.414556 -14.747450 14.203770 0.0 1.1 -0.3 -0.52
C -1.158045 -14.148871 13.025184 -0.4 0.4 0.4 -0.04
O -0.539122 -15.895289 14.528219 -0.1 -1.1 0.3 0.05
H -0.091787 -12.816948 15.113894 0.2 -0.6 0.0 0.10
H 1.269224 -13.468514 14.283697 0.4 0.0 -0.3 -0.03
H 0.865149 -14.188953 15.830621 0.0 -0.1 0.4 0.07
H -2.243252 -14.035239 13.322699 1.1 0.0 -0.4 0.11
H -1.056896 -14.774497 12.147508 -0.2 -0.3 -0.1 0.05
H -0.677181 -13.192230 12.786836 -0.5 0.0 0.0 0.05


18
Properties=species:S:1:pos:R:3:forces:R:3:lowdin_charge:R:1 method="wB97M-V/def2-TZVPD" max_force_ev_per_a=1.00 energy_ev=-10934.072 total_charge=-1 homo_energy_ev=-3.88 smiles="CCCCNC(=O)[O-]" multiplicity=1 molar_mass_g_mol=116.14
C -2.586321 -0.813977 2.050683 -0.2 -0.4 -0.5 -0.12
C -2.076842 -1.492693 0.763998 -0.1 0.7 0.0 -0.29
C -0.643658 -1.093125 0.395072 -0.5 -0.5 0.5 -0.21
C -0.522312 0.390299 0.007312 0.7 -0.1 0.1 -0.24
N 0.359922 0.648056 -1.100241 -0.9 0.3 0.1 0.00
C 1.762286 0.843251 -0.903134 0.2 -0.8 -0.4 -0.82
O 2.134954 1.015416 0.274886 0.0 0.3 0.2 -0.09
O 2.436546 0.748050 -1.954885 0.1 0.3 0.0 -0.11
H -1.783943 -0.710834 2.763127 0.2 -0.1 0.4 0.06
H -3.392622 -1.423491 2.463378 0.0 0.2 0.3 0.06
H -2.978204 0.186966 1.869870 0.0 0.0 -0.1 0.06
H -2.754240 -1.183402 -0.037457 0.0 -0.2 -0.2 0.09
H -2.168175 -2.572641 0.853743 0.1 -0.2 0.1 0.09
H -0.023972 -1.348613 1.259585 0.2 0.2 0.0 0.10
H -0.296269 -1.758889 -0.395712 0.1 0.2 -0.3 0.10
H -1.538421 0.772801 -0.149454 0.0 0.1 -0.3 0.10
H -0.079767 0.969224 0.820860 -0.2 -0.1 0.1 0.11
H 0.086028 0.264287 -1.990018 0.3 0.0 0.0 0.10


79
Properties=species:S:1:pos:R:3:forces:R:3:lowdin_charge:R:1 method="wB97M-V/def2-TZVPD" max_force_ev_per_a=0.87 energy_ev=-63103.352 total_charge=+1 homo_energy_ev=-9.73 multiplicity=1 molar_mass_g_mol=686.52
Be 0.822605 -0.925775 0.345256 -0.1 0.3 -0.6 0.15
S 1.038737 -3.643763 6.812993 0.0 0.0 0.0 1.08
N 0.475638 -2.228828 6.298763 -0.1 0.1 0.1 -0.20
C 0.651257 -2.188322 4.992461 0.2 -0.5 -0.1 -0.29
C 0.274700 -1.099778 4.120804 0.1 0.0 -0.4 -0.06
C -0.393428 0.061291 4.512949 0.0 0.2 -0.1 0.06
C -0.715158 1.000571 3.551522 0.0 -0.1 0.3 0.01
C -0.345686 0.787129 2.229473 0.0 0.1 -0.4 -0.04
N 0.299059 -0.308579 1.842334 0.1 -0.3 0.4 0.13
C 0.584769 -1.251596 2.769122 -0.3 0.6 0.5 -0.09
C 1.194419 -2.447671 2.251427 0.3 -0.8 -0.1 -0.09
N 1.379937 -2.453202 0.914868 0.0 0.0 0.6 0.12
C 1.894454 -3.536054 0.349246 0.0 0.2 -0.2 -0.03
C 2.239355 -4.663178 1.085381 0.0 -0.1 0.2 0.00
C 2.059058 -4.667720 2.455922 0.0 0.0 -0.2 0.06
C 1.528142 -3.530229 3.065894 -0.1 0.2 -0.3 -0.06
C 1.264041 -3.376969 4.477425 -0.2 0.4 0.2 -0.29
N 1.527101 -4.267654 5.413234 0.1 -0.2 0.0 -0.20
H -0.654391 0.201542 5.553574 0.0 0.0 0.0 0.13
H -1.254866 1.898896 3.814863 0.0 0.0 0.0 0.12
H -0.577051 1.504781 1.448300 0.1 -0.1 0.0 0.06
H 2.032823 -3.501401 -0.724372 0.0 0.0 0.0 0.14
H 2.638710 -5.527137 0.574890 0.0 0.0 0.0 0.12
H 2.315025 -5.529807 3.057195 0.0 0.0 0.0 0.13
O -2.048073 -1.839645 -1.944297 0.1 -0.1 -0.1 0.14
C -0.907971 -1.492875 -2.081806 -0.2 0.1 0.0 -0.39
N -0.087890 -0.957917 -1.079419 0.3 -0.2 0.3 0.15
C 1.104674 -0.639880 -1.597899 -0.3 0.1 -0.4 -0.40
O 1.962134 -0.256434 -0.753615 0.0 -0.2 0.3 0.08
C 1.166197 -0.932376 -3.037992 -0.1 -0.1 -0.2 -0.10
C 2.157022 -0.807178 -3.989637 0.0 0.1 0.1 0.01
C 1.879409 -1.290360 -5.266740 0.1 0.0 0.0 -0.05
C 0.655181 -1.877673 -5.560504 0.0 0.0 0.0 -0.04
C -0.351439 -1.976310 -4.598764 -0.1 0.0 0.0 0.02
C -0.076795 -1.493849 -3.340573 0.2 0.0 0.0 -0.09
H 3.105049 -0.342263 -3.752224 0.0 -0.1 0.0 0.13
H 2.631230 -1.213536 -6.040740 0.0 0.0 0.0 0.11
H 0.483986 -2.272502 -6.553230 0.0 0.1 0.0 0.11
H -1.313708 -2.416094 -4.825752 0.0 0.0 0.0 0.13
C 0.321350 2.940488 -3.884044 0.0 0.0 0.0 -0.13
C -1.137454 3.029250 -3.446438 -0.1 0.0 0.6 -0.70
C -1.736749 4.362290 -3.874329 0.0 0.0 -0.1 -0.10
C -1.928841 1.876055 -4.054961 0.0 0.0 0.0 -0.12
Sb -1.123790 2.648949 -1.232145 0.0 0.2 0.0 1.60
C -3.303941 2.746327 -0.618343 0.8 0.2 -0.3 -0.71
C -3.395100 3.153933 0.845552 -0.1 0.0 -0.1 -0.13
C -4.138292 3.685426 -1.475230 -0.1 -0.1 0.1 -0.12
C -3.762118 1.302167 -0.787555 0.0 0.1 0.0 -0.15
C 0.069862 4.379472 -0.370491 -0.6 -0.4 -0.4 -0.71
C -0.032932 5.662317 -1.181400 0.1 0.0 0.1 -0.12
C -0.369596 4.641137 1.063958 0.1 0.0 -0.1 -0.13
C 1.497509 3.843783 -0.389226 0.0 0.1 0.0 -0.15
H 0.379007 2.947965 -4.978365 0.0 0.0 0.0 0.09
H 0.790241 2.017708 -3.531898 0.0 0.0 0.0 0.06
H 0.905775 3.785657 -3.515535 0.0 0.0 0.0 0.06
H -1.685908 4.441564 -4.967132 0.0 0.0 0.0 0.09
H -1.192573 5.208132 -3.458580 -0.1 0.0 -0.1 0.05
H -2.783012 4.449975 -3.588008 0.1 0.0 0.0 0.06
H -1.843694 1.907090 -5.147057 0.0 0.0 0.0 0.09
H -2.989015 1.936073 -3.802907 0.0 0.0 0.0 0.06
H -1.552550 0.907045 -3.718915 0.0 0.0 0.0 0.05
H -3.126489 4.199499 0.990954 -0.1 -0.1 0.0 0.06
H -2.755619 2.532467 1.479689 0.0 0.0 0.0 0.05
H -4.426673 3.024240 1.192977 0.0 0.0 0.0 0.09
H -3.765955 4.710331 -1.437311 0.0 0.0 0.0 0.08
H -5.172459 3.692764 -1.108503 0.0 0.0 0.0 0.09
H -4.169252 3.357388 -2.514224 0.0 0.0 0.0 0.06
H -3.177360 0.619833 -0.165941 0.0 0.0 0.0 0.06
H -3.674704 0.964385 -1.821857 0.0 0.0 0.0 0.06
H -4.814648 1.212175 -0.495414 0.0 0.0 0.0 0.09
H -1.062616 6.015674 -1.252717 0.0 0.0 0.0 0.08
H 0.367904 5.534578 -2.187048 0.0 0.0 0.0 0.06
H 0.556826 6.450509 -0.696350 0.0 0.0 0.0 0.09
H -1.362682 5.086510 1.104239 0.1 0.0 0.1 0.06
H 0.329062 5.343022 1.534291 0.0 0.0 0.0 0.09
H -0.369210 3.729342 1.667115 0.0 0.0 0.0 0.05
H 1.833332 3.628099 -1.405603 0.0 0.0 0.0 0.06
H 1.589649 2.925293 0.196372 0.0 0.0 0.0 0.06
H 2.178319 4.589552 0.036941 0.0 0.0 0.0 0.09